# 1
The following is a DFT calculation (the ωB97M-V functional and the def2-TZVPD basis) of a molecular structure, C30H36ClN5O2STi.

CARTESIAN COORDINATES (ANGSTROEM)
Ti1 0.020 -0.763 -1.197
C1 -1.844 -0.889 4.426
C2 -2.168 0.608 4.487
C3 -0.962 1.354 5.077
C4 -3.376 0.791 5.414
C5 -2.445 1.182 3.098
C6 -3.185 2.369 2.952
C7 -3.434 2.930 1.719
C8 -2.912 2.305 0.593
S1 -3.115 2.718 -1.078
C9 -2.179 1.344 -1.524
N1 -1.710 0.632 -0.521
C10 -2.137 1.148 0.704
C11 -1.927 0.584 1.963
C12 -1.911 0.938 -2.902
C13 -2.537 1.539 -3.991
C14 -2.272 1.067 -5.265
C15 -1.393 0.004 -5.432
C16 -0.767 -0.571 -4.330
C17 -1.000 -0.120 -3.028
H1 -1.743 -1.282 5.439
H2 -0.899 -1.085 3.914
H3 -2.637 -1.448 3.926
H4 -0.728 0.970 6.072
H5 -1.168 2.422 5.163
H6 -0.081 1.231 4.443
H7 -3.185 0.294 6.366
H8 -4.279 0.358 4.980
H9 -3.570 1.840 5.635
H10 -3.592 2.857 3.827
H11 -4.030 3.829 1.633
H12 -1.353 -0.324 2.033
H13 -3.235 2.356 -3.852
H14 -2.753 1.518 -6.123
H15 -1.194 -0.375 -6.427
H16 -0.074 -1.388 -4.506
Cl1 4.352 -5.449 2.335
C18 3.403 -4.483 1.262
C19 3.278 -4.862 -0.083
C20 2.531 -4.114 -0.959
C21 1.871 -2.950 -0.536
O1 1.168 -2.249 -1.402
C22 1.997 -2.574 0.828
C23 1.349 -1.428 1.364
O2 0.592 -0.645 0.744
C24 2.774 -3.357 1.710
H17 3.780 -5.758 -0.425
H18 2.435 -4.407 -1.996
H19 1.531 -1.215 2.423
H20 2.863 -3.061 2.748
N2 -1.599 -3.116 0.208
N3 -1.622 -2.294 -0.965
H21 -2.421 -3.710 0.238
H22 -1.642 -2.503 1.014
H23 -2.517 -1.830 -1.109
H24 -1.462 -2.897 -1.767
C25 2.291 0.462 -3.019
C26 3.359 1.525 -3.375
N4 3.576 2.426 -2.248
C27 3.960 1.637 -1.085
C28 2.809 0.684 -0.679
N5 1.711 0.752 -1.680
C29 1.184 2.142 -1.686
C30 2.339 3.141 -1.955
H25 2.709 -0.545 -2.981
H26 1.478 0.461 -3.741
H27 3.044 2.119 -4.234
H28 4.308 1.054 -3.632
H29 4.203 2.315 -0.266
H30 4.865 1.080 -1.329
H31 2.393 0.966 0.287
H32 3.148 -0.352 -0.619
H33 0.707 2.325 -0.720
H34 0.417 2.199 -2.461
H35 2.511 3.785 -1.092
H36 2.100 3.784 -2.803

Output
**2S+1**: 2
**Frontier orbital gap (spin up / spin down)**: 7.23 / 7.36 eV
**ΔE to the lowest compared entry with this formula, charge and spin**: 1.9 kcal/mol
**E_HOMO (spin up / spin down)**: -10.63 / -10.94 eV
**<S²>**: 0.755
**Charge**: +1
**Calculated total energy**: -3296.79494 hartree


# 2
The following is a DFT calculation (the ωB97M-V functional and the def2-TZVPD basis) of a molecular structure, C16H12N3O4Pt.

CARTESIAN COORDINATES (ANGSTROEM)
Pt1 0.743 -0.823 0.826
O1 3.111 2.233 2.283
C1 2.287 1.269 1.970
O2 2.348 0.630 0.919
C2 1.238 0.965 2.998
C3 1.035 1.545 4.228
C4 -0.031 1.056 4.997
C5 -0.836 0.035 4.519
C6 -0.568 -0.503 3.265
N1 0.449 -0.023 2.568
C7 -1.326 -1.617 2.545
O3 -2.255 -2.148 3.088
O4 -0.801 -1.967 1.388
H1 3.763 2.364 1.573
H2 1.673 2.343 4.580
H3 -0.221 1.485 5.971
H4 -1.669 -0.360 5.084
N2 1.064 -1.847 -0.974
C8 0.445 -1.387 -2.226
C9 0.671 -2.103 -3.364
C10 0.088 -1.719 -4.591
C11 -0.719 -0.623 -4.644
C12 -0.972 0.134 -3.476
C13 -1.819 1.270 -3.480
C14 -2.035 1.952 -2.322
C15 -1.389 1.503 -1.149
N3 -0.594 0.467 -1.102
C16 -0.384 -0.233 -2.249
H5 0.750 -2.802 -0.806
H6 2.068 -1.909 -1.126
H7 1.300 -2.985 -3.329
H8 0.284 -2.306 -5.477
H9 -1.181 -0.321 -5.576
H10 -2.288 1.575 -4.407
H11 -2.682 2.817 -2.288
H12 -1.547 2.033 -0.215

Output
**Frontier orbital gap**: 7.53 eV
**E_HOMO**: -11.69 eV
**Charge**: +1
**Calculated total energy**: -1201.30578 hartree


# 3
The following is a DFT calculation (the ωB97M-V functional and the def2-TZVPD basis) of a molecular structure, C35H24IrN5S5.

CARTESIAN COORDINATES (ANGSTROEM)
Ir1 0.573 1.292 -0.183
S1 3.002 1.080 -0.804
C1 3.461 2.746 -0.748
C2 4.771 3.085 -0.429
C3 5.193 4.411 -0.369
C4 6.531 4.704 -0.072
N1 7.638 4.931 0.153
C5 4.259 5.450 -0.624
C6 2.955 5.108 -0.979
C7 2.539 3.788 -1.052
S2 0.911 3.457 -1.543
C8 4.613 6.798 -0.506
N2 4.866 7.919 -0.398
H1 5.480 2.295 -0.231
H2 2.249 5.889 -1.212
C9 -2.875 -2.568 -1.795
C10 -3.515 -1.851 -0.796
C11 -3.093 -0.581 -0.463
C12 -2.006 0.011 -1.124
C13 -1.388 -0.713 -2.149
C14 -1.815 -1.986 -2.470
N3 -1.527 1.248 -0.725
C15 -2.361 2.317 -0.736
C16 -2.041 3.485 -0.015
C17 -2.836 4.605 -0.081
C18 -3.988 4.617 -0.858
C19 -4.326 3.477 -1.572
C20 -3.540 2.347 -1.511
H3 -3.193 -3.571 -2.050
H4 -4.349 -2.288 -0.261
H5 -3.567 -0.039 0.344
H6 -0.554 -0.258 -2.670
H7 -1.316 -2.535 -3.257
H8 -1.140 3.485 0.579
H9 -2.568 5.486 0.487
H10 -4.603 5.506 -0.912
H11 -5.217 3.473 -2.189
H12 -3.811 1.476 -2.092
S3 1.634 -4.612 -3.729
C21 1.271 -3.924 -2.273
S4 1.548 -2.230 -1.938
C22 0.718 -2.443 -0.348
N4 0.373 -3.670 -0.171
N5 0.680 -4.505 -1.196
C23 0.328 -5.845 -0.989
C24 -0.517 -6.110 0.095
C25 -0.883 -7.404 0.398
C26 -0.429 -8.460 -0.375
C27 0.411 -8.201 -1.445
C28 0.797 -6.909 -1.757
S5 0.457 -1.236 0.775
H13 -0.862 -5.274 0.679
H14 -1.530 -7.584 1.245
H15 -0.730 -9.474 -0.148
H16 0.782 -9.017 -2.050
H17 1.450 -6.735 -2.597
C29 1.112 2.259 1.868
C30 0.458 1.559 2.941
C31 -0.723 2.028 3.549
C32 -1.347 1.305 4.543
C33 -0.819 0.098 4.982
C34 0.366 -0.363 4.426
C35 0.997 0.353 3.437
H18 2.188 2.101 1.848
H19 0.873 3.320 1.811
H20 -1.146 2.970 3.222
H21 -2.257 1.685 4.995
H22 -1.329 -0.477 5.746
H23 0.803 -1.290 4.772
H24 1.913 -0.017 3.000

Output
**Frontier orbital gap**: 5.89 eV
**ΔE to the lowest compared entry with this formula, charge and spin**: 52.7 kcal/mol
**E_HOMO**: -1.94 eV
**Charge**: -2
**Calculated total energy**: -3717.29916 hartree


# 4
The following is a DFT calculation (the ωB97M-V functional and the def2-TZVPD basis) of 4 unconnected molecules or ions with the total composition C21H53N6O7P2.

CARTESIAN COORDINATES (ANGSTROEM)
C1 -1.341 -3.303 0.546
C2 -2.239 -2.069 0.768
C3 -1.875 -0.836 -0.090
N1 -1.306 0.282 0.623
P1 0.364 0.179 1.403
C4 -0.391 0.300 3.174
C5 -1.853 0.661 3.393
N2 -2.088 0.910 4.834
C6 2.126 -0.080 2.199
C7 2.695 0.654 3.412
C8 3.851 -0.109 4.066
O1 4.778 -0.635 3.132
C9 4.878 -2.031 3.078
C10 1.176 0.007 -0.372
C11 2.220 0.966 -0.858
C12 3.061 0.602 -2.003
O2 3.565 0.740 -0.565
P2 0.565 2.580 1.313
N3 1.968 3.256 1.325
O3 -0.258 3.168 -0.020
O4 -0.339 3.291 2.506
H1 -1.917 -4.196 0.296
H2 -0.606 -3.122 -0.240
H3 -0.765 -3.528 1.445
H4 -2.178 -1.787 1.816
H5 -3.268 -2.359 0.545
H6 -1.263 -1.187 -0.943
H7 -2.800 -0.482 -0.565
H8 -1.583 1.167 0.233
H9 0.183 -1.250 1.414
H10 0.173 0.999 3.793
H11 -0.234 -0.698 3.604
H12 -2.108 1.549 2.810
H13 -2.521 -0.151 3.116
H14 -3.078 0.972 5.034
H15 -1.644 1.777 5.114
H16 2.886 -0.041 1.418
H17 2.057 -1.141 2.476
H18 3.064 1.650 3.163
H19 1.966 0.781 4.215
H20 4.398 0.563 4.738
H21 3.450 -0.912 4.699
H22 5.207 -2.307 2.076
H23 5.605 -2.413 3.808
H24 3.913 -2.513 3.265
H25 0.390 0.062 -1.127
H26 1.661 -0.976 -0.398
H27 1.924 2.024 -0.888
H28 3.336 -0.417 -2.242
H29 3.612 1.380 -2.510
H30 2.715 2.572 1.332
H31 -1.205 3.258 0.110
H32 -1.239 3.503 2.254
C13 2.655 3.487 -3.835
O5 1.942 2.580 -4.217
N4 2.218 4.559 -3.146
C14 3.108 5.603 -2.702
C15 0.808 4.618 -2.791
H33 3.751 3.489 -3.980
H34 3.112 5.674 -1.612
H35 2.814 6.572 -3.113
H36 4.121 5.378 -3.034
H37 0.553 3.744 -2.187
H38 0.151 4.615 -3.660
H39 0.637 5.515 -2.199
C16 -2.466 -7.262 0.488
O6 -3.582 -6.793 0.403
N5 -1.785 -7.791 -0.552
C17 -0.456 -8.337 -0.403
C18 -2.420 -7.789 -1.856
H40 -1.901 -7.293 1.435
H41 0.263 -7.799 -1.025
H42 -0.430 -9.394 -0.680
H43 -0.145 -8.245 0.636
H44 -2.654 -6.772 -2.169
H45 -3.353 -8.353 -1.834
H46 -1.741 -8.241 -2.577
C19 -2.361 2.864 -3.969
O7 -1.711 3.731 -4.516
N6 -3.608 3.041 -3.478
C20 -4.330 1.975 -2.821
C21 -4.221 4.348 -3.616
H47 -1.971 1.845 -3.815
H48 -5.261 1.746 -3.346
H49 -4.573 2.239 -1.789
H50 -3.712 1.079 -2.809
H51 -4.305 4.628 -4.667
H52 -3.622 5.111 -3.118
H53 -5.213 4.319 -3.169

Output
**Frontier orbital gap**: 6.35 eV
**E_HOMO**: -4.12 eV
**Charge**: -1
**Calculated total energy**: -2369.78129 hartree


Copy entry 2 word for word.
The following is a DFT calculation (the ωB97M-V functional and the def2-TZVPD basis) of a molecular structure, C16H12N3O4Pt.

CARTESIAN COORDINATES (ANGSTROEM)
Pt1 0.743 -0.823 0.826
O1 3.111 2.233 2.283
C1 2.287 1.269 1.970
O2 2.348 0.630 0.919
C2 1.238 0.965 2.998
C3 1.035 1.545 4.228
C4 -0.031 1.056 4.997
C5 -0.836 0.035 4.519
C6 -0.568 -0.503 3.265
N1 0.449 -0.023 2.568
C7 -1.326 -1.617 2.545
O3 -2.255 -2.148 3.088
O4 -0.801 -1.967 1.388
H1 3.763 2.364 1.573
H2 1.673 2.343 4.580
H3 -0.221 1.485 5.971
H4 -1.669 -0.360 5.084
N2 1.064 -1.847 -0.974
C8 0.445 -1.387 -2.226
C9 0.671 -2.103 -3.364
C10 0.088 -1.719 -4.591
C11 -0.719 -0.623 -4.644
C12 -0.972 0.134 -3.476
C13 -1.819 1.270 -3.480
C14 -2.035 1.952 -2.322
C15 -1.389 1.503 -1.149
N3 -0.594 0.467 -1.102
C16 -0.384 -0.233 -2.249
H5 0.750 -2.802 -0.806
H6 2.068 -1.909 -1.126
H7 1.300 -2.985 -3.329
H8 0.284 -2.306 -5.477
H9 -1.181 -0.321 -5.576
H10 -2.288 1.575 -4.407
H11 -2.682 2.817 -2.288
H12 -1.547 2.033 -0.215

Output
**Frontier orbital gap**: 7.53 eV
**E_HOMO**: -11.69 eV
**Charge**: +1
**Calculated total energy**: -1201.30578 hartree


Q: The highest calculated total energy belongs to which entry?
A: C16H12N3O4Pt


What did the first record say?
The following is a DFT calculation (the ωB97M-V functional and the def2-TZVPD basis) of a molecular structure, C30H36ClN5O2STi.

CARTESIAN COORDINATES (ANGSTROEM)
Ti1 0.020 -0.763 -1.197
C1 -1.844 -0.889 4.426
C2 -2.168 0.608 4.487
C3 -0.962 1.354 5.077
C4 -3.376 0.791 5.414
C5 -2.445 1.182 3.098
C6 -3.185 2.369 2.952
C7 -3.434 2.930 1.719
C8 -2.912 2.305 0.593
S1 -3.115 2.718 -1.078
C9 -2.179 1.344 -1.524
N1 -1.710 0.632 -0.521
C10 -2.137 1.148 0.704
C11 -1.927 0.584 1.963
C12 -1.911 0.938 -2.902
C13 -2.537 1.539 -3.991
C14 -2.272 1.067 -5.265
C15 -1.393 0.004 -5.432
C16 -0.767 -0.571 -4.330
C17 -1.000 -0.120 -3.028
H1 -1.743 -1.282 5.439
H2 -0.899 -1.085 3.914
H3 -2.637 -1.448 3.926
H4 -0.728 0.970 6.072
H5 -1.168 2.422 5.163
H6 -0.081 1.231 4.443
H7 -3.185 0.294 6.366
H8 -4.279 0.358 4.980
H9 -3.570 1.840 5.635
H10 -3.592 2.857 3.827
H11 -4.030 3.829 1.633
H12 -1.353 -0.324 2.033
H13 -3.235 2.356 -3.852
H14 -2.753 1.518 -6.123
H15 -1.194 -0.375 -6.427
H16 -0.074 -1.388 -4.506
Cl1 4.352 -5.449 2.335
C18 3.403 -4.483 1.262
C19 3.278 -4.862 -0.083
C20 2.531 -4.114 -0.959
C21 1.871 -2.950 -0.536
O1 1.168 -2.249 -1.402
C22 1.997 -2.574 0.828
C23 1.349 -1.428 1.364
O2 0.592 -0.645 0.744
C24 2.774 -3.357 1.710
H17 3.780 -5.758 -0.425
H18 2.435 -4.407 -1.996
H19 1.531 -1.215 2.423
H20 2.863 -3.061 2.748
N2 -1.599 -3.116 0.208
N3 -1.622 -2.294 -0.965
H21 -2.421 -3.710 0.238
H22 -1.642 -2.503 1.014
H23 -2.517 -1.830 -1.109
H24 -1.462 -2.897 -1.767
C25 2.291 0.462 -3.019
C26 3.359 1.525 -3.375
N4 3.576 2.426 -2.248
C27 3.960 1.637 -1.085
C28 2.809 0.684 -0.679
N5 1.711 0.752 -1.680
C29 1.184 2.142 -1.686
C30 2.339 3.141 -1.955
H25 2.709 -0.545 -2.981
H26 1.478 0.461 -3.741
H27 3.044 2.119 -4.234
H28 4.308 1.054 -3.632
H29 4.203 2.315 -0.266
H30 4.865 1.080 -1.329
H31 2.393 0.966 0.287
H32 3.148 -0.352 -0.619
H33 0.707 2.325 -0.720
H34 0.417 2.199 -2.461
H35 2.511 3.785 -1.092
H36 2.100 3.784 -2.803

Output
**2S+1**: 2
**Frontier orbital gap (spin up / spin down)**: 7.23 / 7.36 eV
**ΔE to the lowest compared entry with this formula, charge and spin**: 1.9 kcal/mol
**E_HOMO (spin up / spin down)**: -10.63 / -10.94 eV
**<S²>**: 0.755
**Charge**: +1
**Calculated total energy**: -3296.79494 hartree